# 1
{
  "formula": "C28H39N3O8P2SSiTi",
  "method": "ωB97M-V/def2-TZVPD",
  "species": ["Ti", "S", "P", "P", "Si", "O", "O", "O", "O", "O", "O", "O", "O", "N", "N", "N", "C", "C", "C", "C", "C", "C", "C", "C", "C", "C", "C", "C", "C", "C", "C", "C", "C", "C", "C", "C", "C", "C", "C", "C", "C", "C", "C", "C", "H", "H", "H", "H", "H", "H", "H", "H", "H", "H", "H", "H", "H", "H", "H", "H", "H", "H", "H", "H", "H", "H", "H", "H", "H", "H", "H", "H", "H", "H", "H", "H", "H", "H", "H", "H", "H", "H", "H"],
  "positions_angstrom": [[0.769, 0.231, -0.001], [-0.417, 0.846, 1.982], [2.753, 1.547, -1.822], [0.002, 2.096, -1.624], [0.772, 2.605, 4.645], [4.079, 1.605, -2.687], [-0.524, 0.691, -1.598], [3.094, 2.546, -0.652], [1.745, 3.631, -3.047], [0.536, 2.516, -0.275], [2.431, 0.157, -1.411], [0.780, -1.556, -0.049], [-1.064, 3.142, -2.215], [2.025, -3.504, 0.181], [2.023, 0.322, 1.426], [2.499, -4.272, 1.252], [3.209, 1.274, 3.735], [-1.905, -2.918, 0.503], [1.975, -3.706, 2.411], [0.433, 4.134, 3.583], [-2.340, -1.861, 1.283], [2.725, -3.482, -1.040], [1.274, -2.585, 2.100], [3.949, 0.553, 2.801], [-2.891, -0.736, 0.683], [-3.709, 0.523, -1.329], [2.125, -2.946, -2.183], [1.271, 0.937, 2.395], [2.237, -4.331, 3.732], [4.696, -3.983, -2.330], [-0.805, 1.774, 5.275], [2.371, -5.713, 1.063], [1.169, 1.471, -4.097], [2.821, -2.927, -3.378], [4.017, -4.001, -1.123], [1.388, 2.276, -2.825], [1.838, 1.493, 3.549], [-1.991, -2.829, -0.880], [-3.018, -0.653, -0.696], [4.104, -3.448, -3.463], [1.799, 3.088, 6.162], [3.341, 0.118, 1.647], [-2.541, -1.706, -1.472], [1.290, -2.440, 0.696], [-3.236, 0.080, 1.307], [1.346, -6.055, 1.243], [-0.255, 4.835, 4.057], [-1.497, -3.808, 0.968], [1.126, -2.543, -2.124], [1.237, 3.775, 6.796], [-2.261, -1.907, 2.361], [0.780, -1.908, 2.778], [1.982, -3.627, 4.521], [-1.643, -3.650, -1.497], [4.374, 2.518, -2.816], [1.641, -5.236, 3.871], [5.701, -4.380, -2.378], [1.362, 4.667, 3.374], [0.986, 0.429, -3.834], [2.656, -5.963, 0.044], [2.349, -2.506, -4.256], [-2.610, -1.646, -2.552], [5.000, 0.353, 2.960], [0.303, 1.853, -4.638], [-3.270, 0.759, -2.298], [-1.421, 1.449, 4.443], [-1.388, 2.456, 5.896], [3.692, 1.656, 4.626], [0.001, 3.825, 2.629], [2.258, 2.801, -0.192], [2.047, 2.212, 6.764], [3.041, -6.224, 1.753], [2.054, 1.532, -4.730], [4.503, -4.383, -0.236], [-0.564, 0.895, 5.876], [3.880, -0.396, 0.860], [-4.766, 0.293, -1.480], [3.288, -4.604, 3.837], [2.731, 3.582, 5.885], [-3.647, 1.398, -0.679], [4.645, -3.417, -4.399], [0.943, 4.152, -3.177], [-1.925, 3.052, -1.782]],
  "total_energy_ev": -110933.3700,
  "total_charge": 0,
  "lumo_energy_ev": [0.38, 0.46],
  "homo_ev": [-4.473, -7.210],
  "relative_energy_kcal_mol": 49.74,
  "s_squared": 2.027,
  "multiplicity": 3
}

# 2
{
  "formula": "C16H45N8NaO8",
  "method": "ωB97M-V/def2-TZVPD",
  "species": ["Na", "O", "O", "O", "O", "O", "O", "O", "O", "N", "N", "N", "N", "N", "N", "N", "N", "C", "C", "C", "C", "C", "C", "C", "C", "C", "C", "C", "C", "C", "C", "C", "C", "H", "H", "H", "H", "H", "H", "H", "H", "H", "H", "H", "H", "H", "H", "H", "H", "H", "H", "H", "H", "H", "H", "H", "H", "H", "H", "H", "H", "H", "H", "H", "H", "H", "H", "H", "H", "H", "H", "H", "H", "H", "H", "H", "H", "H"],
  "positions_angstrom": [[2.669, -0.812, -1.504], [0.589, -5.809, -1.182], [-3.360, 4.056, -3.137], [3.214, 0.308, -6.749], [10.964, 1.299, -1.947], [1.325, 3.213, -0.297], [-6.139, 0.557, 5.273], [-4.528, -2.803, 4.433], [5.621, -2.468, 2.109], [-0.653, -7.444, -0.416], [4.173, 0.359, -8.776], [-3.841, -0.142, 3.493], [10.087, -0.300, -0.742], [-0.888, 2.484, -1.837], [8.809, 0.840, -1.851], [2.094, 0.107, -8.695], [1.453, -7.396, 0.179], [-3.198, 2.592, -2.820], [5.340, -2.579, 3.486], [0.512, -6.855, -0.535], [-5.041, -3.797, 5.264], [-5.149, 1.472, 4.863], [10.022, 0.753, -1.474], [-2.906, -1.275, 3.516], [-3.220, 4.587, -4.439], [-7.425, 1.131, 5.415], [3.178, 0.208, -7.970], [0.440, 4.233, -0.807], [-3.770, 0.826, 4.665], [-3.195, -2.349, 4.560], [2.271, 3.724, 0.691], [-0.172, 3.704, -2.127], [-1.760, 1.985, -2.876], [2.363, -6.964, 0.261], [1.218, -8.318, 0.516], [-4.743, -4.784, 4.911], [2.709, 4.612, 0.236], [-3.485, 2.573, -1.768], [-3.813, 1.912, -3.409], [-6.124, -3.707, 5.346], [-2.566, -3.221, 4.384], [9.258, -0.745, -0.375], [-7.520, 1.544, 6.420], [8.588, 1.574, -2.508], [-2.996, 1.516, 4.329], [2.192, 0.346, -9.671], [-5.102, 2.261, 5.613], [1.717, 3.967, 1.598], [4.353, -2.897, 3.822], [1.052, 5.088, -1.096], [-5.395, 1.831, 3.864], [-0.897, 4.461, -2.426], [-3.122, 5.659, -4.271], [-4.047, 4.491, -5.142], [-1.369, 2.431, -0.951], [-2.250, 4.294, -4.841], [10.958, -0.619, -0.342], [-8.094, 0.273, 5.346], [-0.312, 4.474, -0.055], [5.031, 0.636, -8.321], [-2.959, -2.101, 5.595], [-3.243, -1.803, 2.624], [-1.525, -7.035, -0.720], [-4.635, -3.763, 6.275], [0.588, 3.454, -2.867], [6.061, -3.263, 3.933], [5.706, -1.668, 3.960], [1.201, 0.067, -8.225], [2.989, 2.912, 0.808], [-4.738, -0.602, 3.568], [-7.673, 1.805, 4.595], [-1.686, 0.910, -2.714], [-1.853, -1.046, 3.348], [-3.465, 0.349, 5.596], [-1.332, 2.066, -3.875], [8.052, 0.432, -1.321], [-0.566, -8.391, -0.076], [3.961, 0.580, -9.738]],
  "total_energy_ev": -50031.4724,
  "total_charge": 0,
  "lumo_energy_ev": -1.72,
  "homo_ev": -4.791
}